Record 1
142
Properties=species:S:1:pos:R:3:mulliken_spin:R:1 method="wB97M-V/def2-TZVPD" orbital_gap_ev="6.3860 / 7.7634" spin_multiplicity=4 homo_energy_ev="-4.98 / -6.41" total_charge=-1
Ti -0.20173 4.96008 2.34361 3.013
N 2.34102 5.04405 -0.06731 0.005
H 2.51218 4.62656 -0.97092 0.005
H 3.00712 5.59900 0.45079 0.002
H 1.84056 4.38839 0.51557 -0.101
H 1.52988 5.64584 -0.06550 -0.009
N 3.92112 6.73046 1.19572 0.001
S 4.77626 7.30811 0.08427 0.002
O 5.24397 6.35946 -0.94472 0.000
O 5.41225 8.58297 0.22981 0.000
F 3.33973 7.64177 -0.58737 0.001
S 5.14902 6.82594 2.38594 0.000
O 5.11149 8.07952 3.18245 0.000
O 6.47186 6.37844 1.97179 0.000
F 4.61991 5.65564 3.41921 0.000
N 0.94159 3.36163 1.39626 0.125
S 0.02201 2.24189 1.03496 -0.172
O -0.46853 1.35589 2.04531 0.049
O 0.08378 1.60798 -0.28172 0.009
F -1.21350 3.19678 0.90111 0.000
S 2.09845 2.37086 2.27254 0.016
O 2.62448 1.08379 1.79343 0.014
O 1.87808 2.43796 3.73198 0.020
F 3.30355 3.35362 2.24716 0.004
O 0.01944 6.18632 0.18159 0.027
H -0.54882 5.39897 0.28969 -0.008
O -6.52978 -2.33361 2.54480 0.000
P -5.95207 -1.26406 1.68184 0.000
N -4.24771 -1.57221 1.33088 0.000
C -3.33716 -0.48504 0.73452 -0.005
C -3.70924 -2.88816 0.96885 0.000
N -5.93378 0.31290 2.38078 0.000
C -7.11867 1.14817 2.39791 0.000
C -5.09573 0.43141 3.61244 -0.005
N -6.60702 -1.24046 0.11279 0.000
C -6.86962 -2.58011 -0.50994 0.000
C -6.21306 -0.26995 -0.89645 0.000
H -2.39989 -0.52379 1.28961 0.000
H -3.78111 0.46315 1.03772 0.002
H -3.31627 -0.49759 -0.35521 0.000
H -4.47180 -3.65412 1.10998 0.000
H -2.93474 -3.18067 1.67785 0.000
H -3.46914 -2.59013 -0.05175 0.000
H -7.04107 2.07612 2.96446 0.000
H -7.35985 1.64460 1.45796 0.000
H -7.90991 0.61182 2.92171 0.000
H -5.70367 0.35481 4.51391 0.000
H -4.30590 -0.30892 3.73963 0.000
H -4.55738 1.37604 3.53532 0.005
H -6.66355 -2.72423 -1.57054 0.000
H -6.44986 -3.42912 0.02960 0.000
H -7.94643 -2.72036 -0.41564 0.000
H -7.09570 -0.01076 -1.48115 0.000
H -5.41634 -0.76694 -1.44993 0.000
H -5.58953 0.51445 -0.46747 0.000
O 0.38236 -3.80888 -4.22568 0.000
P 0.60826 -3.49776 -2.76395 0.000
N 1.50234 -4.68709 -2.04445 0.000
C 2.38832 -5.60206 -2.83940 0.000
C 1.64075 -4.89401 -0.69647 0.000
N -0.80152 -3.29106 -1.94971 0.000
C -1.72966 -4.43591 -1.62419 0.000
C -1.50739 -2.08980 -2.20418 0.001
N 1.52615 -2.08436 -2.53246 0.000
C 2.75611 -2.02226 -3.50565 0.000
C 1.73093 -1.40139 -1.24536 0.000
H 3.25191 -5.02212 -3.16494 0.000
H 1.89544 -6.18120 -3.62027 0.000
H 2.91601 -6.35055 -2.24829 0.000
H 1.50696 -5.95061 -0.46454 0.000
H 0.70786 -4.56374 -0.23960 0.000
H 2.61969 -4.51214 -0.40670 0.000
H -2.60357 -4.11970 -1.05465 0.000
H -1.91541 -5.00058 -2.53783 0.000
H -1.18443 -5.15755 -1.01587 0.000
H -2.12062 -1.83646 -1.33939 -0.001
H -0.86304 -1.24537 -2.44883 0.000
H -2.15990 -2.20366 -3.06983 0.000
H 3.42433 -2.84588 -3.25420 0.000
H 2.51881 -2.32664 -4.52504 0.000
H 3.32721 -1.09408 -3.48519 0.000
H 1.74813 -0.33010 -1.44570 0.000
H 2.53833 -1.90182 -0.71077 0.000
H 0.89404 -1.56860 -0.56731 0.000
O 2.71042 2.83783 -5.96288 0.000
P 3.04941 3.72500 -4.81496 0.000
N 3.41941 5.38568 -5.37410 0.000
C 3.64995 5.62830 -6.75077 0.000
C 3.77613 6.53379 -4.50400 0.000
N 4.42190 3.09885 -3.97951 0.000
C 5.14479 3.62292 -2.89069 0.000
C 4.80218 1.75581 -4.18790 0.000
N 1.90975 3.96014 -3.57742 0.000
C 1.27344 2.77860 -3.09675 -0.001
C 1.05230 5.14527 -3.52506 0.001
H 3.10858 4.93775 -7.39743 0.000
H 4.71200 5.47999 -6.94611 0.000
H 3.41452 6.63478 -7.09667 0.000
H 2.91725 7.20424 -4.53444 0.000
H 4.60932 6.99444 -5.03475 0.000
H 4.09342 6.29251 -3.48950 0.000
H 5.09748 4.71166 -2.86817 0.000
H 4.68882 3.23619 -1.97930 0.000
H 6.19564 3.33375 -2.90423 0.000
H 4.20946 1.05890 -3.59536 0.000
H 4.59475 1.54366 -5.23674 0.000
H 5.85784 1.53283 -4.03308 0.000
H 0.29147 2.81401 -2.62495 0.000
H 1.11900 2.18729 -3.99930 0.000
H 1.93704 2.21867 -2.43780 0.000
H 0.43220 4.97709 -2.64456 -0.001
H 0.37700 5.10408 -4.37968 0.000
H 1.64895 6.05717 -3.50135 0.000
O -0.89961 -4.48858 2.12610 0.000
P -0.88786 -4.41925 3.63176 0.000
N 0.18092 -5.63095 4.25499 0.000
C 1.11431 -6.18399 3.23897 0.000
C 0.44771 -5.61157 5.71203 0.000
N -2.40163 -4.62978 4.39156 0.000
C -3.28074 -3.45706 4.48626 0.000
C -3.16827 -5.79048 4.04467 0.000
N -0.18600 -2.93186 4.11288 0.000
C -0.13294 -1.77719 3.09009 0.001
C -0.18538 -2.56902 5.48136 0.000
H 1.79270 -5.44254 2.81691 0.000
H 0.64817 -6.52836 2.31581 0.000
H 1.48921 -7.13479 3.61783 0.000
H 1.46566 -5.32373 5.97476 0.000
H 0.53710 -6.66959 5.95841 0.000
H -0.28095 -5.10295 6.34328 0.000
H -2.82372 -2.50942 4.20130 0.000
H -4.07105 -3.54445 3.74069 0.000
H -3.91219 -3.55780 5.36899 0.000
H -3.61903 -5.56423 3.07838 0.000
H -2.48154 -6.63646 4.01637 0.000
H -3.98785 -5.99840 4.73254 0.000
H 0.72785 -1.12136 3.22062 0.000
H -0.08797 -2.03276 2.03143 0.000
H -0.90305 -1.04587 3.33544 0.000
H 0.74053 -2.96938 5.89426 0.000
H -1.01451 -2.91015 6.10127 0.000
H -0.12248 -1.49882 5.67838 0.000

---

Record 2
117
Properties=species:S:1:pos:R:3:mulliken_charge:R:1 method="wB97M-V/def2-TZVPD" orbital_gap_ev=9.3482 spin_multiplicity=1 homo_energy_ev=-8.97 total_charge=0 relative_energy_kcal_mol=55.69
C -0.96265 4.69338 1.75881 -1.263
C 0.26514 3.96778 1.18607 0.808
O 0.60061 2.96591 2.07960 -0.594
H -0.92565 4.86641 2.83435 0.424
H -1.85545 4.09095 1.59116 0.095
H -1.11286 5.68717 1.33699 0.341
H 1.02574 4.72661 1.00230 0.312
H 0.20360 3.50108 0.20296 -0.383
H 1.19472 2.30157 1.72284 0.195
C 1.97241 -1.82072 3.68625 -0.463
C 1.17769 -2.61994 4.67798 -0.792
O -0.22737 -2.58361 4.33393 -0.410
H 2.91828 -1.84847 4.22725 0.421
H 1.67930 -0.78075 3.54257 0.209
H 1.90269 -2.30546 2.71246 0.064
H 1.27530 -2.08329 5.62168 0.364
H 1.60563 -3.61185 4.82316 0.369
H -0.51213 -3.43377 3.99078 0.147
C 1.81876 4.73601 -3.38423 -1.254
C 2.34278 3.64104 -2.54710 0.329
O 2.71152 2.53099 -3.39067 -0.637
H 2.56230 5.24932 -3.99395 0.284
H 1.36052 5.45024 -2.70015 0.380
H 1.09458 4.36514 -4.10956 0.243
H 1.67180 3.19239 -1.81458 -0.202
H 3.22991 3.96277 -2.00160 0.406
H 1.81889 2.27318 -3.63224 0.481
C -0.22725 -5.67039 -0.16350 -1.367
C 0.04603 -4.27225 0.43814 1.140
O 1.04375 -4.55117 1.32935 -0.570
H -0.68832 -6.34767 0.55540 0.305
H 0.61900 -6.20853 -0.59055 0.343
H -0.95994 -5.59301 -0.96679 0.341
H -0.76663 -3.92272 1.07496 -0.220
H 0.37285 -3.50994 -0.26909 -0.371
H 1.80526 -4.22058 0.84725 0.343
C -0.24924 -0.62957 0.63702 1.410
C 0.30070 -0.60435 -0.81453 0.283
O 1.53881 0.08884 -0.81242 0.034
H 0.47273 -0.95007 1.38811 -0.326
H -1.09325 -1.31508 0.71325 -1.070
H -0.40770 0.39129 0.98463 0.362
H -0.40728 -0.06498 -1.44376 -0.353
H 0.50281 -1.64529 -1.06693 0.337
H 1.87998 0.18063 -1.70504 -0.047
C -0.68902 -0.68162 -4.64838 -0.776
C 0.50888 0.17279 -4.93255 -0.379
O 0.45685 1.43333 -4.21176 -0.514
H -0.73137 -0.76659 -3.56253 0.044
H -0.53088 -1.65064 -5.12177 0.360
H -1.66384 -0.39997 -5.04650 0.386
H 0.57932 0.42817 -5.98986 0.370
H 1.44140 -0.38004 -4.81904 0.231
H -0.37819 1.80613 -4.50387 0.186
O 4.18203 0.52846 -2.38080 -0.689
H 3.78898 1.27791 -2.82808 0.336
H 4.50564 0.88531 -1.55366 0.365
O 3.96149 -2.21217 -2.75831 -0.669
H 4.08999 -1.53033 -2.09890 0.324
H 3.40222 -1.80430 -3.41943 0.317
O -2.40322 -0.94069 3.33010 -0.565
H -1.74489 -0.69735 3.98096 0.312
H -2.29385 -1.88518 3.21966 0.203
O -2.56453 -2.47519 -2.21272 -0.598
H -2.72700 -2.63883 -1.28371 0.257
H -1.86643 -3.08724 -2.44571 0.318
C 4.16953 3.08855 2.21300 -1.352
C 4.86433 2.06048 1.33377 0.568
C 5.12561 0.64042 1.96511 -0.793
O 5.79304 -0.19446 1.09415 -0.341
C 5.63922 -1.50989 1.32081 -0.729
N 3.98719 1.74730 0.17747 -0.158
H 3.45243 3.69003 1.65433 0.222
H 4.83210 3.76373 2.75451 0.370
H 3.56084 2.52118 2.91706 0.344
H 5.85408 2.41661 1.04797 0.294
H 4.20836 0.14318 2.28055 0.090
H 5.71995 0.66267 2.87855 0.552
H 6.14230 -1.98639 0.47942 0.281
H 4.64087 -1.94707 1.33759 0.204
H 6.25208 -1.78488 2.17923 0.383
H 3.23683 2.40209 0.00919 -0.239
H 3.59680 0.81740 0.12293 0.342
C -3.34715 5.19865 -3.12283 -1.481
C -3.63851 4.59070 -1.78457 0.466
C -3.26995 3.13727 -1.69309 -0.389
O -3.24725 2.71866 -0.27546 -0.494
C -2.32835 1.79329 0.08210 -0.770
N -2.89155 5.34397 -0.74968 -0.674
H -2.42997 4.97986 -3.66966 0.271
H -3.33470 6.27955 -2.98286 0.363
H -4.13454 4.94666 -3.83320 0.374
H -4.67724 4.76390 -1.50325 0.351
H -2.27864 2.97734 -2.11714 -0.017
H -3.94572 2.50035 -2.26385 0.451
H -1.32325 2.18578 -0.07227 0.075
H -2.29875 0.84071 -0.44690 0.516
H -2.50405 1.58263 1.13702 0.414
H -3.18257 4.66199 -0.06391 0.244
H -3.43494 6.15615 -0.49433 0.252
C -5.41431 -3.42611 0.19640 -1.475
C -4.27595 -3.03718 1.21787 0.247
C -3.62708 -4.27589 1.94078 -0.088
O -4.60213 -5.05722 2.70775 -0.454
C -3.96535 -6.17518 3.29390 -0.681
N -3.30514 -2.18390 0.59716 0.076
H -5.63156 -2.53044 -0.38555 0.396
H -6.34873 -3.86193 0.54998 0.356
H -5.07477 -4.23459 -0.45104 0.329
H -4.68787 -2.43848 2.03028 0.496
H -2.74478 -3.99766 2.51717 -0.103
H -3.31995 -4.92519 1.12091 0.336
H -3.32767 -5.74992 4.06890 0.254
H -3.38518 -6.76224 2.58196 0.262
H -4.60151 -6.95015 3.72148 0.302
H -2.55590 -1.87793 1.20140 -0.684
H -3.88254 -1.35556 0.57321 0.170

---

For the records above, the corresponding total energy values read -189583.3227 -57218.8963 eV.